{"formula": "C6H14BrN2O2", "method": "wB97M-V/def2-TZVPD", "relative_energy_kcal_mol": 47.0, "charge": -1, "homo_ha": -0.191, "fmax_ev_per_a": 8.0, "e_lumo_ev": 3.35, "species": ["Br", "O", "O", "N", "N", "C", "C", "C", "C", "C", "C", "H", "H", "H", "H", "H", "H", "H", "H", "H", "H", "H", "H", "H", "H"], "xyz": [[23.799, 8.824, 3.826], [26.662, 5.964, 0.155], [19.146, 10.513, 1.103], [21.004, 9.507, 1.895], [25.223, 6.670, 1.769], [19.235, 9.963, 3.448], [19.748, 10.003, 1.972], [26.391, 6.646, 1.142], [27.338, 7.703, 1.752], [24.021, 5.837, 1.540], [21.781, 9.412, 0.615], [24.197, 4.928, 1.007], [25.101, 7.636, 2.467], [26.960, 8.528, 2.095], [22.295, 10.465, 0.635], [23.456, 5.774, 2.484], [21.527, 9.330, 2.738], [27.986, 8.058, 0.827], [19.657, 10.873, 3.940], [22.591, 8.744, 0.857], [27.905, 7.098, 2.479], [21.208, 9.167, -0.225], [19.094, 8.996, 3.898], [18.211, 10.247, 3.523], [23.414, 6.191, 0.805]]}


{"formula": "C2H3N5O", "method": "wB97M-V/def2-TZVPD", "relative_energy_kcal_mol": 152.3, "charge": 0, "homo_ha": -0.300, "fmax_ev_per_a": 6.3, "e_lumo_ev": -0.59, "species": ["O", "N", "N", "N", "N", "N", "C", "C", "H", "H", "H"], "xyz": [[-0.214, -0.263, 2.540], [0.674, 0.518, 0.440], [0.348, 0.916, -1.814], [-0.936, -0.618, 1.529], [-0.698, -1.010, -0.764], [1.000, 1.174, -0.615], [-0.267, -0.378, 0.423], [-0.147, -0.457, -1.844], [0.947, 0.020, 2.225], [0.739, 1.412, -2.647], [-0.208, -1.183, -2.809]]}


{"formula": "C3H3O3S", "method": "wB97M-V/def2-TZVPD", "smiles": "C=C(OS)C(=O)[O-]", "relative_energy_kcal_mol": 38.6, "charge": -1, "homo_ha": -0.139, "fmax_ev_per_a": 5.8, "e_lumo_ev": 3.74, "species": ["S", "O", "O", "O", "C", "C", "C", "H", "H", "H"], "xyz": [[-2.369, 0.743, -0.410], [-1.111, -1.713, 0.297], [-0.893, 1.118, 0.203], [0.928, -1.893, -0.555], [-0.005, -1.237, -0.085], [0.329, 0.189, 0.126], [1.398, 0.905, 0.049], [2.397, 0.528, 0.087], [1.322, 1.963, 0.242], [-1.995, -0.603, 0.048]]}


{"formula": "C8H16F8Li2N4O20S10", "method": "wB97M-V/def2-TZVPD", "charge": -2, "homo_ha": -0.173, "fmax_ev_per_a": 8.6, "e_lumo_ev": -0.18, "species": ["S", "S", "S", "S", "S", "S", "S", "S", "S", "S", "F", "F", "F", "F", "F", "F", "F", "F", "O", "O", "O", "O", "O", "O", "O", "O", "O", "O", "O", "O", "O", "O", "O", "O", "O", "O", "O", "O", "N", "N", "N", "N", "C", "C", "C", "C", "C", "C", "C", "C", "Li", "Li", "H", "H", "H", "H", "H", "H", "H", "H", "H", "H", "H", "H", "H", "H", "H", "H"], "xyz": [[-21.014, -6.890, -11.375], [-17.079, -11.504, -6.876], [-14.890, -12.338, -7.041], [-12.677, -2.984, -10.116], [-9.263, -9.394, -3.948], [-18.761, -7.221, -12.076], [-11.260, -9.973, -13.090], [-14.043, -1.676, -11.630], [-17.059, -3.719, -4.973], [-15.901, -2.348, -3.645], [-17.513, -3.596, -6.533], [-12.333, -2.723, -8.552], [-22.273, -5.940, -11.630], [-14.151, -0.088, -11.933], [-17.725, -10.230, -6.169], [-17.732, -6.363, -12.818], [-13.536, -11.661, -7.423], [-15.233, -0.925, -3.653], [-11.350, -3.074, -10.688], [-18.279, -3.975, -4.253], [-9.519, -10.666, -3.326], [-16.005, -4.755, -5.109], [-17.428, -12.506, -5.876], [-20.821, -6.896, -9.884], [-13.082, -2.126, -12.678], [-21.562, -8.018, -12.149], [-16.734, -2.320, -2.466], [-17.729, -11.618, -8.169], [-18.895, -8.313, -13.007], [-15.404, -2.189, -11.622], [-14.670, -3.143, -3.599], [-10.409, -8.643, -4.551], [-18.019, -7.336, -10.814], [-13.587, -4.121, -10.019], [-9.989, -10.254, -12.491], [-12.392, -9.566, -12.167], [-14.468, -13.145, -5.839], [-15.025, -13.100, -8.304], [-13.478, -1.375, -10.197], [-19.991, -6.052, -12.184], [-15.724, -10.805, -6.790], [-16.530, -2.081, -5.000], [-11.557, -10.012, -15.716], [-7.966, -9.594, -5.161], [-6.613, -9.456, -4.452], [-11.136, -9.044, -14.629], [-8.113, -8.247, -3.005], [-11.794, -11.502, -13.872], [-6.704, -8.272, -3.493], [-11.257, -11.443, -15.270], [-14.861, -8.897, -4.097], [-14.499, -8.024, -8.248], [-11.704, -12.250, -15.849], [-10.072, -8.825, -14.714], [-8.586, -7.272, -3.117], [-12.880, -11.486, -13.959], [-7.882, -8.757, -5.854], [-12.567, -9.682, -15.959], [-5.804, -9.379, -5.179], [-6.508, -7.434, -4.162], [-8.251, -8.578, -1.975], [-8.196, -10.443, -5.805], [-6.509, -10.378, -3.881], [-10.870, -9.978, -16.562], [-11.549, -12.403, -13.308], [-5.978, -8.229, -2.681], [-11.678, -8.101, -14.553], [-10.176, -11.581, -15.291]]}


{"formula": "C26H58BCl3F8LiN2O11", "method": "wB97M-V/def2-TZVPD", "relative_energy_kcal_mol": 0.0, "charge": 1, "homo_ha": -0.361, "fmax_ev_per_a": 4.8, "e_lumo_ev": -3.68, "species": ["Cl", "Cl", "Cl", "F", "F", "F", "F", "F", "F", "F", "F", "O", "O", "O", "O", "O", "O", "O", "O", "O", "O", "O", "N", "N", "C", "C", "C", "C", "C", "C", "C", "C", "C", "C", "C", "C", "C", "C", "C", "C", "C", "C", "C", "C", "C", "C", "C", "C", "C", "C", "B", "Li", "H", "H", "H", "H", "H", "H", "H", "H", "H", "H", "H", "H", "H", "H", "H", "H", "H", "H", "H", "H", "H", "H", "H", "H", "H", "H", "H", "H", "H", "H", "H", "H", "H", "H", "H", "H", "H", "H", "H", "H", "H", "H", "H", "H", "H", "H", "H", "H", "H", "H", "H", "H", "H", "H", "H", "H", "H", "H"], "xyz": [[4.333, 23.901, 8.711], [-1.158, 24.361, 7.644], [-0.226, 24.345, 10.496], [3.192, 21.831, 11.998], [4.369, 24.040, 14.519], [-0.263, 24.350, 17.581], [5.513, 22.789, 13.244], [1.481, 25.357, 16.705], [3.102, 21.388, 14.155], [1.079, 22.363, 16.082], [-0.558, 23.196, 14.956], [8.678, 27.789, 1.470], [5.629, 19.595, 9.292], [7.683, 27.883, 11.245], [3.845, 25.251, 8.695], [11.572, 26.421, 10.035], [5.748, 27.630, 5.035], [4.905, 23.783, 9.995], [5.468, 23.666, 7.814], [3.418, 22.844, 8.551], [1.510, 23.862, 14.418], [0.944, 28.907, 9.768], [8.919, 26.169, 9.384], [7.931, 28.698, 3.809], [12.752, 25.561, 9.969], [5.764, 20.279, 10.492], [0.611, 23.480, 15.452], [4.325, 23.361, 13.404], [9.050, 26.728, 0.658], [9.769, 27.486, 9.098], [6.179, 28.819, 5.748], [3.092, 22.415, 13.212], [7.050, 29.612, 4.739], [9.721, 28.495, 2.079], [0.313, 24.146, 8.732], [8.954, 29.449, 3.071], [1.302, 28.272, 8.511], [4.995, 26.649, 5.698], [2.220, 29.259, 7.875], [6.843, 26.826, 10.800], [7.423, 26.378, 9.442], [0.421, 24.659, 16.449], [11.221, 27.102, 8.829], [6.360, 18.402, 9.288], [7.224, 28.588, 12.420], [1.836, 30.554, 8.568], [1.806, 23.041, 13.209], [6.844, 18.259, 10.744], [6.862, 19.643, 11.337], [1.654, 30.106, 10.070], [6.406, 20.793, 6.322], [4.870, 21.010, 7.901], [9.620, 30.004, 3.732], [7.813, 17.762, 10.787], [9.283, 27.133, -0.327], [8.419, 28.012, 4.367], [7.227, 18.521, 8.638], [11.906, 27.948, 8.759], [0.875, 30.901, 8.188], [6.242, 17.557, 11.322], [6.527, 19.629, 12.374], [5.364, 29.457, 6.091], [7.285, 28.199, 3.213], [12.621, 24.915, 9.101], [9.146, 25.464, 8.698], [2.565, 29.806, 10.588], [13.708, 26.082, 10.031], [7.859, 20.065, 11.213], [11.305, 26.566, 7.883], [2.517, 31.353, 8.275], [7.246, 20.303, 5.855], [9.677, 28.132, 9.971], [0.807, 23.186, 8.583], [3.991, 27.003, 5.933], [5.532, 20.203, 6.095], [1.826, 23.825, 12.452], [1.080, 30.854, 10.617], [8.129, 26.151, 0.573], [8.426, 30.159, 2.436], [4.355, 24.167, 12.670], [1.733, 27.272, 8.544], [4.820, 20.217, 11.034], [10.180, 29.103, 1.299], [6.464, 30.156, 3.998], [6.047, 21.321, 10.341], [5.847, 27.227, 10.609], [4.840, 25.722, 5.146], [7.081, 27.961, 13.300], [6.511, 20.934, 7.387], [6.760, 28.480, 6.606], [12.722, 25.002, 10.904], [1.058, 24.910, 8.511], [0.462, 28.265, 7.816], [-0.227, 25.450, 16.072], [3.206, 28.898, 8.164], [6.220, 28.965, 12.226], [2.250, 29.194, 6.787], [9.345, 28.008, 8.241], [5.360, 26.407, 6.697], [9.793, 26.034, 1.050], [9.176, 25.620, 10.192], [7.711, 30.222, 5.354], [6.782, 26.016, 11.526], [7.108, 25.374, 9.156], [7.166, 27.017, 8.597], [5.684, 17.654, 8.875], [6.320, 21.752, 5.835], [7.802, 29.481, 12.656], [10.436, 27.770, 2.467], [1.028, 22.325, 12.944]]}


{"formula": "C22H39NO10", "method": "wB97M-V/def2-TZVPD", "smiles": "COCc1ccc2c(c1O)C(=O)NC2=O.COCCOC.COCCOC.COCCOC", "charge": 0, "homo_ha": -0.332, "fmax_ev_per_a": 9.3, "e_lumo_ev": -1.60, "species": ["O", "O", "O", "O", "O", "O", "O", "O", "O", "O", "N", "C", "C", "C", "C", "C", "C", "C", "C", "C", "C", "C", "C", "C", "C", "C", "C", "C", "C", "C", "C", "C", "C", "H", "H", "H", "H", "H", "H", "H", "H", "H", "H", "H", "H", "H", "H", "H", "H", "H", "H", "H", "H", "H", "H", "H", "H", "H", "H", "H", "H", "H", "H", "H", "H", "H", "H", "H", "H", "H", "H", "H"], "xyz": [[-0.460, -0.468, -4.712], [2.440, -1.301, 5.615], [-2.475, 1.790, -2.390], [-2.589, -1.009, 1.378], [-1.600, 4.072, 2.020], [2.015, 4.296, 1.882], [5.372, 2.981, -0.933], [-4.401, -3.350, 1.650], [-0.526, -2.069, -7.217], [-0.281, -0.920, 4.481], [-2.077, 2.414, 0.078], [-5.213, -2.822, 0.605], [1.117, 2.363, -2.474], [1.734, 3.722, 0.551], [-1.873, -0.610, -4.604], [-3.437, -0.271, 2.251], [2.937, 3.486, -0.580], [0.614, -1.914, -6.366], [4.480, 3.924, -0.182], [-3.020, -3.415, 1.281], [-1.222, 3.361, 0.948], [-0.084, 2.578, -1.348], [2.669, 2.841, -2.084], [0.507, -2.107, 4.353], [-0.817, -0.883, -7.948], [2.160, -0.292, 6.581], [1.419, -2.302, 5.569], [-1.682, 2.208, -1.399], [0.195, -1.726, -4.905], [0.211, 3.272, 0.143], [-2.221, -2.278, 1.926], [0.217, 0.147, 3.683], [5.689, 1.810, -0.098], [2.639, 5.087, 1.793], [-4.811, -1.884, 0.215], [-4.284, -0.871, 2.595], [3.508, 2.700, -2.887], [-0.192, -2.949, 4.301], [0.837, -2.313, 6.498], [0.025, -0.062, 2.625], [-2.339, -2.285, 3.017], [-1.788, 1.474, 0.478], [1.096, -1.715, -4.281], [-1.159, -2.425, 1.701], [-2.284, -1.206, -5.422], [0.864, 1.896, -3.541], [-2.126, -1.068, -3.644], [-2.904, -3.407, 0.190], [5.741, 0.852, -0.779], [6.734, 1.997, 0.415], [-2.635, -4.370, 1.654], [-0.863, -0.006, -7.296], [1.198, -2.837, -6.448], [1.150, 0.107, 6.469], [-1.789, -1.008, -8.432], [4.611, 3.772, 0.992], [-0.059, -0.730, -8.722], [1.089, -2.094, 3.423], [4.905, 1.605, 0.765], [1.925, -3.269, 5.476], [-3.822, 0.594, 1.706], [-2.320, 0.388, -4.643], [4.679, 5.046, -0.450], [-0.313, 1.061, 3.960], [-6.210, -2.630, 1.011], [-2.861, 0.086, 3.111], [-5.300, -3.555, -0.202], [2.874, 0.525, 6.439], [1.247, -1.083, -6.704], [2.292, -0.698, 7.588], [1.288, 0.303, 3.840], [-0.439, -2.555, -4.568]]}